(1)
51
Properties=species:S:1:pos:R:3:forces:R:3:nbo_charge:R:1 method="wB97M-V/def2-TZVPD" total_charge=0 smiles="CCCC(=O)N(C)C.O.O.O.O.O.O.O.O.O.O" max_force_ev_per_a=2.87 orbital_gap_ev=9.84 de_lowest_kj_mol=241.4
C 2.3765 1.0525 2.2864 -0.3 1.2 -0.3 -0.6143
C 2.8728 0.9843 0.8504 -0.4 -0.9 -0.8 -0.3967
C 1.7480 0.4582 -0.0868 0.8 0.2 -0.4 -0.4948
C 0.6243 1.4589 -0.2673 0.1 -0.2 0.6 0.7191
O -0.4338 1.2580 0.3238 -0.3 0.2 0.1 -0.6936
N 0.7998 2.5704 -1.0278 -0.4 0.1 -1.0 -0.4422
C 2.0662 3.1172 -1.4465 0.5 0.6 0.9 -0.4105
C -0.3822 3.3351 -1.4518 0.8 0.0 2.7 -0.4224
H 1.5753 0.3344 2.4442 0.3 -0.3 0.2 0.1899
H 3.1715 0.9849 3.0130 0.2 -0.4 0.2 0.2211
H 1.9054 2.0222 2.4668 -0.1 0.0 0.0 0.2122
H 3.7432 0.3324 0.7532 -0.2 -0.2 0.1 0.2171
H 3.2039 1.9233 0.4182 0.1 0.3 0.6 0.1982
H 2.1611 0.1612 -1.0558 0.0 0.3 -0.1 0.2285
H 1.2955 -0.4553 0.2949 -0.1 0.1 0.2 0.2297
H 2.0201 3.7064 -2.3611 -0.3 -0.6 -0.4 0.2096
H 2.3904 3.8871 -0.7256 0.0 -0.2 0.1 0.1889
H 2.8427 2.3618 -1.4446 0.0 0.0 -0.5 0.2143
H -0.3769 3.4327 -2.5106 -0.5 0.0 -0.8 0.1973
H -1.1945 2.8464 -0.9198 -0.5 -0.1 -0.9 0.2513
H -0.3425 4.3146 -0.9620 0.1 0.2 -0.4 0.1920
O -4.8535 0.5206 -0.5486 -0.3 -0.2 0.3 -0.9546
H -4.4339 1.3652 -0.3630 0.0 0.1 -0.4 0.4901
H -4.9302 0.3897 -1.4972 0.2 0.3 -0.1 0.4918
O -2.0107 1.2140 -3.4817 -0.3 0.1 0.0 -0.9564
H -2.1237 0.6430 -2.7033 0.2 -0.2 -0.2 0.4961
H -1.0834 1.4482 -3.3955 0.0 0.2 0.1 0.4497
O -3.1680 -0.9844 0.9865 -0.3 0.2 -0.1 -1.0062
H -2.8159 -1.6694 0.4034 -0.3 -0.1 -0.1 0.4935
H -3.8849 -0.5570 0.4785 0.2 -0.1 0.1 0.5061
O 0.1720 -0.8080 -4.5180 0.6 -0.6 -0.2 -0.9407
H 0.0907 0.0933 -4.2119 -0.3 0.0 0.0 0.4649
H -0.6252 -1.0165 -5.0103 -0.1 0.3 0.1 0.4751
O -1.8069 -2.8710 -0.4968 0.3 -0.5 0.2 -0.9948
H -1.3450 -2.9601 0.3617 0.0 -0.1 -0.3 0.5157
H -1.4362 -3.6404 -0.9459 -0.3 0.0 -0.1 0.4918
O 0.3688 -2.9837 3.7103 -0.7 -1.0 0.0 -1.0010
H -0.0309 -2.1066 3.7299 0.4 0.4 0.1 0.5203
H 1.2872 -3.0864 3.9637 0.0 0.6 0.1 0.4931
O -1.0399 -0.8787 2.5390 0.0 0.6 -0.2 -1.0182
H -0.4694 -0.1811 2.1907 0.1 0.0 0.0 0.4783
H -1.8756 -0.6405 2.0690 0.1 -0.6 0.3 0.5181
O 2.9426 -2.2644 2.4981 -0.5 0.3 -0.2 -0.9330
H 2.3899 -1.7018 3.0546 0.4 0.1 0.2 0.4604
H 2.3502 -2.3303 1.7344 0.3 -0.4 -0.1 0.4760
O -1.0226 -0.5544 -1.5566 0.1 -0.1 -0.8 -1.0005
H -1.4443 -0.3195 -0.7235 0.2 -0.2 0.3 0.4941
H -1.0925 -1.5235 -1.6568 -0.2 0.7 0.4 0.5037
O -0.1656 -4.0824 1.2848 -0.3 0.4 -0.5 -1.0149
H 0.2880 -4.9224 1.3508 0.0 0.0 0.4 0.4858
H -0.2983 -3.6785 2.1628 0.7 -0.5 0.2 0.5207


(2)
16
Properties=species:S:1:pos:R:3:forces:R:3:nbo_charge:R:1 method="wB97M-V/def2-TZVPD" total_charge=0 smiles=O[C@H](CCl)[C@@H](S)CCl max_force_ev_per_a=4.67 orbital_gap_ev=10.49 de_lowest_kj_mol=117.6
O 1.8639 0.8556 1.4006 -3.7 1.5 -2.4 -0.7402
C 0.8096 -0.1844 1.2288 1.8 0.4 4.0 0.0185
C 1.5059 -1.2361 0.4617 2.8 -3.1 0.2 -0.4066
Cl 2.1106 -0.6023 -1.1210 -0.6 -0.3 -0.1 -0.0655
C -0.4969 0.2156 0.5868 -1.3 2.5 0.9 -0.3582
S -0.1523 1.6078 -0.6070 1.0 -1.8 -1.0 0.0037
C -1.3842 -0.9116 0.0999 1.3 -0.6 -0.3 -0.4065
Cl -3.0580 -0.4219 -0.1285 -0.3 0.1 0.3 -0.0289
H 1.4227 1.5702 0.7383 1.9 -1.4 1.9 0.4665
H 0.5923 -0.4011 2.4237 0.4 -0.5 -3.2 0.2293
H 2.5211 -1.5786 0.9042 -1.9 0.9 -0.1 0.2492
H 0.9858 -2.2137 0.3119 0.0 1.0 -0.2 0.2208
H -1.1170 0.7168 1.3623 0.6 -0.1 -0.3 0.2440
H -1.0618 2.3965 -0.1930 -1.5 1.2 0.8 0.1167
H -1.0363 -1.2003 -0.8890 0.0 -0.5 0.1 0.2311
H -1.2812 -1.7504 0.8280 -0.5 0.5 -0.6 0.2258